Run P
{
  "formula": "C7H10N2O3S",
  "method": "the ωB97M-V functional and the def2-TZVPD basis",
  "homo_energy_ev": -8.273,
  "smiles": "COC1=CC=C[C@@H](SN)[C@@H]1[N+](=O)[O-]",
  "lumo_energy_ev": 0.60,
  "total_charge": 0,
  "symbols": ["C", "O", "C", "C", "C", "C", "C", "S", "N", "C", "N", "O", "O", "H", "H", "H", "H", "H", "H", "H", "H", "H", "H"],
  "positions_angstrom": [[3.32595, -1.06301, -0.00825], [1.94234, -1.18925, -0.34897], [1.16352, -0.16102, 0.01559], [1.43309, 1.08613, 0.36489], [0.36305, 2.01155, 0.49194], [-0.94367, 1.67907, 0.55596], [-1.38030, 0.27984, 0.63312], [-3.30832, -0.04200, 0.23324], [-3.46857, 0.62886, -1.28157], [-0.40028, -0.56340, -0.28238], [-0.46775, -2.05010, 0.09678], [-0.48552, -2.84891, -0.77404], [-0.38776, -2.28695, 1.29242], [3.90629, -1.01988, -0.88272], [3.63396, -1.94903, 0.59471], [3.36647, -0.14279, 0.52173], [2.32299, 1.49197, 0.56531], [0.75133, 3.01477, 0.51191], [-1.77109, 2.35615, 0.71923], [-1.28398, -0.08420, 1.65985], [-4.15909, 1.36618, -1.38463], [-3.61019, -0.06429, -1.86992], [-0.54247, -0.44971, -1.42419]]
}

---

Run Q
{
  "formula": "C7H10N2O3S",
  "method": "the ωB97M-V functional and the def2-TZVPD basis",
  "homo_energy_ev": -9.670,
  "smiles": "[H]/N=C(\\c1ccccc1)S(=O)(=O)O.N",
  "lumo_energy_ev": 0.11,
  "total_charge": 0,
  "symbols": ["H", "N", "C", "C", "C", "C", "C", "C", "C", "S", "O", "O", "O", "H", "H", "H", "H", "H", "H", "N", "H", "H", "H"],
  "positions_angstrom": [[-2.68161, -0.18951, -0.89287], [-2.12888, 0.72373, -1.11717], [-1.01213, 0.74722, -0.51401], [-0.30760, -0.09762, 0.48426], [-0.64256, -1.41425, 0.52408], [-0.06931, -2.24772, 1.60624], [0.55123, -1.59347, 2.58865], [0.82487, -0.22719, 2.63909], [0.38359, 0.57491, 1.50371], [0.14765, 2.13270, -0.96190], [1.44987, 1.65185, -1.11765], [-0.10536, 3.24501, -0.12660], [-0.39369, 2.51351, -2.39291], [-1.02202, -1.96257, -0.26319], [-0.17768, -3.31290, 1.38217], [0.94062, -2.16274, 3.43024], [1.58374, 0.16126, 3.23732], [0.67257, 1.59629, 1.62230], [-1.20824, 3.12486, -2.22685], [0.55440, -0.76454, -2.34907], [0.77388, -1.74012, -2.56119], [0.96471, -0.23876, -3.10558], [0.90195, -0.51995, -1.38906]]
}

---

Run R
{
  "formula": "C7H10N2O3S",
  "method": "the ωB97M-V functional and the def2-TZVPD basis",
  "homo_energy_ev": -8.341,
  "smiles": "NC(=O)CN1CCC(=S)[C@@H]1C(=O)O",
  "lumo_energy_ev": -0.11,
  "total_charge": 0,
  "symbols": ["N", "C", "O", "C", "N", "C", "C", "C", "S", "C", "C", "O", "O", "H", "H", "H", "H", "H", "H", "H", "H", "H", "H"],
  "positions_angstrom": [[-2.97966, -0.61534, 1.63658], [-2.05069, -0.89364, 0.74315], [-1.66846, -2.04922, 0.60012], [-1.41034, 0.30716, 0.12051], [-0.10560, 0.08670, -0.40834], [0.54565, 0.98337, -1.38630], [1.72252, 1.72076, -0.68882], [2.08888, 0.81950, 0.44711], [3.26986, 1.04267, 1.56458], [1.00928, -0.48629, 0.36129], [1.60446, -1.54584, -0.46684], [2.81447, -1.60493, -0.57357], [0.74620, -2.42358, -0.84795], [-3.38494, 0.36983, 1.72573], [-3.56260, -1.33683, 2.07766], [-1.56829, 1.06810, 0.94188], [-2.01256, 0.87614, -0.79370], [-0.30161, 1.51551, -1.73233], [0.83319, 0.33505, -2.35084], [1.26673, 2.61531, -0.19401], [2.48766, 2.12315, -1.42531], [0.77205, -0.80426, 1.35258], [-0.11619, -2.10330, -0.70316]]
}

---

Relative energies, unit kJ/mol: run P 396.0; run Q 68.9; run R 0.0

---

Run P
{
  "formula": "C17H23N3O3",
  "method": "the ωB97M-V functional and the def2-TZVPD basis",
  "homo_energy_ev": -8.493,
  "smiles": "CC(=O)Nc1cccc(NC(=O)[C@H]2CC(=O)N(C(C)(C)C)C2)c1",
  "lumo_energy_ev": 0.37,
  "total_charge": 0,
  "symbols": ["C", "C", "O", "N", "C", "C", "C", "C", "C", "N", "C", "O", "C", "C", "C", "O", "N", "C", "C", "C", "C", "C", "C", "H", "H", "H", "H", "H", "H", "H", "H", "H", "H", "H", "H", "H", "H", "H", "H", "H", "H", "H", "H", "H", "H", "H"],
  "positions_angstrom": [[-7.64394, 1.79184, 0.12504], [-6.79205, 0.55508, 0.33477], [-7.22658, -0.48160, 0.77581], [-5.49161, 0.76115, -0.03427], [-4.40752, -0.12009, 0.02182], [-4.51136, -1.41972, 0.50888], [-3.38703, -2.22366, 0.53732], [-2.15866, -1.76999, 0.09202], [-2.05201, -0.47293, -0.39782], [-0.84907, 0.06732, -0.87203], [0.39475, -0.48181, -0.87580], [0.66510, -1.59783, -0.49830], [1.44539, 0.48274, -1.44710], [1.60948, 1.71956, -0.56448], [2.75781, 1.34984, 0.37439], [3.02216, 1.94177, 1.39913], [3.40289, 0.29084, -0.14883], [4.54391, -0.35316, 0.51549], [4.07594, -0.86881, 1.87992], [5.06911, -1.52450, -0.31449], [5.65909, 0.68460, 0.68522], [2.83309, -0.16539, -1.39855], [-3.17666, 0.34428, -0.43106], [-8.66432, 1.57493, 0.42628], [-7.26289, 2.61658, 0.72399], [-7.63518, 2.08348, -0.92324], [-5.26634, 1.67913, -0.39250], [-5.46131, -1.78439, 0.85885], [-3.46972, -3.23038, 0.91702], [-1.29054, -2.40472, 0.12285], [-0.92795, 1.01157, -1.22500], [1.15396, 0.73297, -2.47082], [0.72886, 1.98232, 0.02047], [1.90945, 2.59454, -1.14528], [3.24301, -1.55671, 1.75070], [4.88683, -1.38650, 2.38487], [3.74983, -0.03778, 2.49831], [5.34271, -1.20928, -1.31836], [5.95802, -1.92200, 0.16888], [4.33668, -2.32480, -0.37688], [6.50452, 0.24194, 1.20449], [5.99374, 1.04324, -0.28626], [5.29562, 1.52771, 1.26483], [2.73516, -1.25200, -1.41227], [3.45033, 0.15534, -2.24699], [-3.09271, 1.35529, -0.81101]]
}

---

Run Q
{
  "formula": "C17H23N3O3",
  "method": "the ωB97M-V functional and the def2-TZVPD basis",
  "homo_energy_ev": -9.223,
  "smiles": "CNC(=O)[C@H]1CCCN1C(=O)[C@@H](Cc1ccccc1)NC(C)=O",
  "lumo_energy_ev": 0.66,
  "total_charge": 0,
  "symbols": ["C", "N", "C", "O", "C", "C", "C", "C", "N", "C", "O", "C", "C", "C", "C", "C", "C", "C", "C", "N", "C", "C", "O", "H", "H", "H", "H", "H", "H", "H", "H", "H", "H", "H", "H", "H", "H", "H", "H", "H", "H", "H", "H", "H", "H", "H"],
  "positions_angstrom": [[3.00979, 0.91371, 2.82859], [1.82387, 1.32341, 2.15857], [1.82006, 2.20884, 1.15093], [2.86691, 2.71826, 0.68907], [0.44037, 2.54992, 0.55483], [0.55586, 3.48563, -0.67769], [0.84910, 2.46015, -1.75714], [-0.12290, 1.31147, -1.39257], [-0.27760, 1.37887, 0.05721], [-0.96362, 0.53467, 0.82485], [-0.95212, 0.69037, 2.03794], [-1.56948, -0.75955, 0.22942], [-0.71135, -1.99405, 0.45090], [0.45888, -1.97063, -0.46915], [0.36109, -2.53304, -1.77155], [1.46855, -2.48859, -2.64402], [2.68327, -1.96959, -2.20951], [2.82509, -1.47563, -0.89523], [1.70587, -1.42015, -0.04675], [-2.92327, -1.00230, 0.78655], [-3.99058, -1.43192, 0.04916], [-5.30641, -1.50789, 0.74850], [-3.93688, -1.67694, -1.16140], [3.50356, 1.78780, 3.27871], [3.68365, 0.51300, 2.07321], [2.78756, 0.16964, 3.61325], [0.90702, 0.93193, 2.42751], [-0.15218, 3.10063, 1.33170], [1.36445, 4.20890, -0.62471], [-0.38373, 4.02389, -0.84778], [0.66295, 2.82044, -2.77203], [1.86712, 2.06281, -1.61152], [0.29576, 0.38694, -1.74580], [-1.14036, 1.54277, -1.80602], [-1.65275, -0.70652, -0.85223], [-0.44596, -2.17417, 1.49843], [-1.27713, -2.84807, 0.12157], [-0.62405, -2.90138, -2.05495], [1.32777, -2.86103, -3.67240], [3.51153, -1.92246, -2.88347], [3.78800, -1.07711, -0.54407], [1.78855, -1.02216, 0.94124], [-3.09312, -0.72826, 1.72512], [-5.73333, -0.51923, 0.87296], [-5.93579, -2.18463, 0.23040], [-5.16402, -1.94875, 1.75936]]
}

---

Run R
{
  "formula": "C17H23N3O3",
  "method": "the ωB97M-V functional and the def2-TZVPD basis",
  "homo_energy_ev": -9.042,
  "smiles": "CNC(=O)[C@@H](Cc1ccccc1)NC(=O)[C@H]1CCCN1C(C)=O",
  "lumo_energy_ev": 0.29,
  "total_charge": 0,
  "symbols": ["C", "N", "C", "O", "C", "C", "C", "C", "C", "C", "C", "C", "N", "C", "O", "C", "C", "C", "C", "N", "C", "C", "O", "H", "H", "H", "H", "H", "H", "H", "H", "H", "H", "H", "H", "H", "H", "H", "H", "H", "H", "H", "H", "H", "H", "H"],
  "positions_angstrom": [[1.01911, 2.02784, 3.34820], [1.12941, 1.11770, 2.24184], [2.11272, 0.25634, 2.12069], [3.02519, 0.17994, 2.97293], [2.17754, -0.57449, 0.80753], [1.83637, -2.04605, 0.97018], [0.42906, -2.39761, 1.32155], [-0.53833, -2.79505, 0.38971], [-1.82585, -3.20928, 0.81981], [-2.12565, -3.27924, 2.18960], [-1.13993, -2.92776, 3.15215], [0.14609, -2.49622, 2.68175], [1.60833, -0.04732, -0.44144], [0.41793, 0.39905, -0.71331], [-0.47695, 0.37515, 0.12680], [0.19052, 0.98672, -2.16188], [-0.08455, -0.16590, -3.16523], [-1.21818, 0.31053, -4.08761], [-2.01752, 1.19298, -3.12568], [-1.03546, 1.77467, -2.20911], [-1.36187, 2.90301, -1.50746], [-0.25760, 3.68120, -0.79014], [-2.50506, 3.39041, -1.50925], [1.21905, 1.47552, 4.27201], [-0.01518, 2.41924, 3.39143], [1.73465, 2.83435, 3.22733], [0.43756, 1.08210, 1.48494], [3.23197, -0.58369, 0.55091], [2.08407, -2.58858, 0.05207], [2.44861, -2.43391, 1.76788], [-0.32782, -2.82800, -0.68655], [-2.49833, -3.55550, 0.05400], [-3.07832, -3.66380, 2.50226], [-1.28916, -3.09020, 4.20290], [0.93429, -2.32576, 3.41292], [2.19986, 0.06669, -1.19942], [1.07352, 1.57161, -2.49765], [-0.46220, -1.05147, -2.65977], [0.78489, -0.43435, -3.74498], [-1.81467, -0.56352, -4.38224], [-0.83539, 0.92064, -4.92998], [-2.75680, 0.58375, -2.60039], [-2.54937, 1.96552, -3.68706], [0.39974, 4.03280, -1.57759], [-0.67588, 4.52831, -0.24618], [0.24960, 2.98165, -0.13848]]
}

---

Relative energies, unit kJ/mol: run P 0.0; run Q 58.3; run R 125.4

---

Run P
{
  "formula": "C3H3FN2O2",
  "method": "the ωB97M-V functional and the def2-TZVPD basis",
  "homo_energy_ev": -9.380,
  "smiles": "Nn1cc(F)c(=O)o1",
  "lumo_energy_ev": 0.38,
  "total_charge": 0,
  "symbols": ["N", "N", "C", "C", "F", "C", "O", "O", "H", "H", "H"],
  "positions_angstrom": [[1.93030, 0.19633, 0.27709], [0.76768, 0.19691, -0.42075], [-0.13447, -0.88469, -0.22518], [-1.37650, -0.42366, -0.10546], [-2.46717, -1.11327, 0.05649], [-1.29836, 1.02622, -0.04476], [-2.13854, 1.85213, 0.06142], [0.02364, 1.33831, -0.23331], [2.70950, -0.10176, -0.25763], [1.79472, -0.19162, 1.17022], [0.18919, -1.89491, -0.27814]]
}

---

Run Q
{
  "formula": "C3H3FN2O2",
  "method": "the ωB97M-V functional and the def2-TZVPD basis",
  "homo_energy_ev": -8.811,
  "lumo_energy_ev": 0.02,
  "total_charge": 0,
  "symbols": ["C", "C", "C", "N", "N", "O", "O", "F", "H", "H", "H"],
  "positions_angstrom": [[0.02176, -0.20537, -1.38639], [-0.89746, 1.12614, 0.80715], [-0.27869, 1.22352, -1.31568], [0.42484, -0.63958, -0.09159], [-0.18658, 0.05577, 0.92215], [0.03129, -0.99040, -2.30537], [-1.56254, 1.90270, 1.38079], [-0.99545, 1.86319, -2.24962], [0.44000, 1.88237, -0.87906], [0.16779, -1.68697, -0.01899], [0.05454, -0.15077, 1.93132]]
}

---

Relative energies, unit kJ/mol: run P 0.0; run Q 34.9

---

Run P
{
  "formula": "CH2FNO2",
  "method": "the ωB97M-V functional and the def2-TZVPD basis",
  "homo_energy_ev": -10.810,
  "smiles": "O=CN(O)F",
  "lumo_energy_ev": 0.26,
  "total_charge": 0,
  "symbols": ["O", "C", "N", "O", "F", "H", "H"],
  "positions_angstrom": [[-2.33362, -1.13471, -0.04118], [-1.22806, -0.67272, -0.21870], [-0.95408, 0.62880, -0.41510], [0.36593, 1.09098, -0.25117], [-1.79553, 1.55603, 0.27256], [-0.27946, -1.14080, -0.29017], [0.61872, 1.37161, -1.08802]]
}

---

Run Q
{
  "formula": "CH2FNO2",
  "method": "the ωB97M-V functional and the def2-TZVPD basis",
  "homo_energy_ev": [-10.425, -10.326],
  "lumo_energy_ev": [-0.87, -0.81],
  "total_charge": 0,
  "symbols": ["C", "N", "O", "O", "F", "H", "H"],
  "positions_angstrom": [[-0.86564, -0.30870, -0.73328], [-0.73361, -0.47509, 0.51365], [0.04908, -0.21996, 1.39875], [1.62626, 0.41801, 1.28477], [1.69822, 1.19816, 0.14921], [0.01650, 0.07411, -1.34131], [-1.79082, -0.68654, -1.27178]]
}

---

Run R
{
  "formula": "CH2FNO2",
  "method": "the ωB97M-V functional and the def2-TZVPD basis",
  "homo_energy_ev": -11.451,
  "smiles": "NOC(=O)F",
  "lumo_energy_ev": 0.57,
  "total_charge": 0,
  "symbols": ["N", "O", "C", "O", "F", "H", "H"],
  "positions_angstrom": [[0.77449, -0.36477, 1.07460], [0.71650, 0.46324, -0.09765], [-0.37197, 0.57715, -0.86372], [-0.54246, 1.36659, -1.71132], [-1.35223, -0.31181, -0.56915], [0.84452, -1.35587, 0.70104], [-0.06886, -0.37453, 1.46620]]
}

---

Relative energies, unit kJ/mol: run P 224.7; run Q 679.1; run R 0.0